DFT (ωB97M-V/def2-TZVPD) results for a molecular structure, C39H93ClN11O13 in a non-equilibrium geometry.

## Properties
Charge   -1
E   -97456.135 eV

Each line ends with the Löwdin charge.
Positions of all 157 atoms, in Å:
Cl (-0.50006, -0.41753, -0.44482)  0.713
O (0.33754, 0.76498, -0.37220)  -0.395
O (0.31834, -1.55366, -0.80130)  -0.346
O (-1.08907, -0.65687, 0.84567)  -0.332
O (-1.54900, -0.16598, -1.41091)  -0.346
C (1.21394, 2.10122, -3.12176)  -0.122
C (2.20017, 3.27507, -3.19354)  -0.137
N (1.55782, 4.58054, -3.38445)  -0.325
C (2.42938, 5.52204, -4.07023)  -0.218
C (1.65011, 6.75784, -4.56913)  -0.061
C (0.98498, 5.10057, -2.14837)  -0.230
C (1.93473, 5.71068, -1.12511)  -0.049
H (0.62727, 2.12746, -2.20196)  -0.031
H (1.69502, 1.13060, -3.18641)  0.112
H (0.58007, 2.25498, -3.99780)  0.093
H (2.77492, 3.31798, -2.25716)  0.134
H (2.87313, 3.08969, -4.03081)  0.139
H (3.25364, 5.85033, -3.42554)  0.095
H (2.82716, 5.00086, -4.94076)  0.117
H (1.43433, 7.38144, -3.69913)  0.070
H (2.22325, 7.36495, -5.26760)  0.069
H (0.71002, 6.44404, -5.02002)  0.079
H (0.34647, 4.36966, -1.64954)  0.109
H (0.29247, 5.88531, -2.47395)  0.112
H (2.50441, 6.56902, -1.49492)  0.059
H (2.68018, 4.97797, -0.80243)  0.068
H (1.44198, 6.10813, -0.23726)  0.076
C (3.04441, -2.29480, 5.52402)  -0.084
C (1.66388, -2.92643, 5.42968)  -0.254
N (0.59518, -1.93771, 5.40212)  -0.176
C (-0.70948, -2.51632, 5.75014)  -0.235
C (-0.88774, -2.46602, 7.27887)  -0.087
C (0.62051, -1.14671, 4.17144)  -0.239
C (-0.49189, -0.09825, 4.11855)  -0.067
H (3.82716, -3.05712, 5.48790)  0.073
H (3.18449, -1.70891, 6.43509)  0.078
H (3.29520, -1.59192, 4.72721)  0.035
H (1.62721, -3.58626, 4.54982)  0.094
H (1.51822, -3.58381, 6.28930)  0.112
H (-1.52810, -1.94175, 5.32745)  0.100
H (-0.71713, -3.55866, 5.41140)  0.104
H (-0.36138, -3.28170, 7.78390)  0.057
H (-0.48691, -1.55152, 7.71186)  0.070
H (-1.94172, -2.57384, 7.54507)  0.067
H (0.61432, -1.72168, 3.23870)  0.091
H (1.52941, -0.54297, 4.15060)  0.091
H (-0.64437, 0.36180, 5.09443)  0.095
H (-1.41793, -0.55341, 3.76903)  0.049
H (-0.22226, 0.65171, 3.37579)  0.031
C (-3.91530, 0.05608, 2.84568)  -0.349
O (-4.09540, -0.39336, 3.95948)  0.003
N (-4.42229, 1.22432, 2.39625)  -0.170
C (-4.24927, 1.67970, 1.03201)  -0.052
C (-5.18017, 2.11279, 3.25450)  -0.048
H (-3.34189, -0.44848, 2.05349)  0.111
H (-3.28834, 1.30083, 0.66820)  0.072
H (-4.11857, 2.76298, 0.97859)  0.081
H (-5.05514, 1.40607, 0.34862)  0.082
H (-4.79463, 3.13430, 3.28337)  0.084
H (-6.21450, 2.17581, 2.90768)  0.089
H (-5.16861, 1.76342, 4.28455)  0.082
C (2.72715, -6.38386, -0.22404)  -0.368
O (2.54108, -7.53957, -0.55501)  -0.010
N (2.46887, -5.30719, -0.99047)  -0.161
C (1.79279, -5.47749, -2.27155)  -0.025
C (2.67461, -3.93880, -0.57621)  -0.058
H (3.18635, -6.11734, 0.74212)  0.126
H (0.85534, -4.92034, -2.23227)  0.098
H (1.63373, -6.52536, -2.49878)  0.081
H (2.35552, -5.07281, -3.11662)  0.079
H (3.13783, -3.45395, -1.44054)  0.063
H (1.76983, -3.38898, -0.30591)  0.069
H (3.39556, -3.81232, 0.23343)  0.086
C (-0.56073, -0.27419, -4.55536)  -0.337
O (0.59777, -0.43662, -4.86995)  0.030
N (-1.65191, -0.44408, -5.33269)  -0.173
C (-2.95682, -0.14731, -4.81127)  -0.058
C (-1.52591, -0.92776, -6.68651)  -0.045
H (-0.81824, 0.08751, -3.54662)  0.085
H (-2.86124, 0.29033, -3.81564)  0.072
H (-3.52425, -1.06328, -4.63195)  0.075
H (-3.53125, 0.54834, -5.42351)  0.096
H (-1.88239, -1.95882, -6.77743)  0.090
H (-2.13597, -0.30300, -7.34510)  0.084
H (-0.50333, -0.91030, -7.05120)  0.084
C (-1.51663, 4.30710, -1.95523)  -0.322
O (-1.60040, 5.47900, -2.27262)  0.019
N (-0.70483, 3.41780, -2.57493)  -0.096
C (-0.75454, 2.00675, -2.26252)  -0.143
C (0.04690, 3.80747, -3.73238)  -0.228
H (-2.22263, 3.87919, -1.23514)  0.124
H (-1.18816, 1.44916, -3.09947)  0.084
H (-1.35796, 1.79794, -1.37844)  0.084
H (0.23259, 1.60578, -2.02525)  0.012
H (1.07060, 3.42901, -3.78454)  -0.058
H (-0.41975, 3.59624, -4.70124)  0.130
H (0.17507, 4.89100, -3.74995)  0.084
C (2.31025, 0.89662, 2.21424)  -0.342
O (2.30971, 1.99953, 2.73230)  0.022
N (3.36641, 0.05906, 2.20122)  -0.181
C (3.24507, -1.23120, 1.58386)  -0.106
C (4.63674, 0.36550, 2.80486)  -0.039
H (1.44061, 0.40609, 1.75450)  0.119
H (2.34679, -1.30724, 0.96203)  0.073
H (3.08535, -2.01684, 2.33551)  0.091
H (4.07757, -1.47330, 0.92154)  0.086
H (5.01567, -0.50230, 3.35336)  0.084
H (5.45016, 0.59050, 2.10639)  0.091
H (4.48442, 1.21615, 3.46707)  0.089
C (-4.89700, -3.29570, -2.17246)  -0.343
O (-4.56399, -4.30044, -1.59340)  0.024
N (-4.99722, -2.08443, -1.57398)  -0.182
C (-5.22358, -0.84960, -2.27869)  -0.077
C (-4.88841, -1.92828, -0.13879)  -0.039
H (-5.02311, -3.20947, -3.26509)  0.129
H (-4.40816, -0.18946, -1.95726)  0.079
H (-6.13835, -0.33640, -1.96171)  0.086
H (-5.23337, -0.90810, -3.36206)  0.067
H (-3.94225, -1.43923, 0.11059)  0.072
H (-5.68601, -1.24579, 0.17425)  0.084
H (-4.98019, -2.83662, 0.44674)  0.097
C (2.56418, -1.78165, -2.74946)  -0.361
O (2.92450, -2.69249, -3.47439)  -0.007
N (3.39721, -0.99338, -2.02797)  -0.155
C (4.83215, -1.13923, -2.18706)  -0.043
C (2.91944, -0.00013, -1.09590)  -0.063
H (1.51350, -1.54473, -2.52158)  0.114
H (5.33367, -1.30848, -1.22512)  0.077
H (5.25666, -0.22843, -2.60898)  0.089
H (5.10201, -2.04045, -2.72841)  0.084
H (1.83472, -0.09385, -1.03219)  0.041
H (3.35547, -0.17526, -0.11179)  0.045
H (3.16332, 0.99584, -1.47340)  0.093
C (-1.39827, -4.46994, 0.51805)  -0.324
O (-2.34630, -4.99212, -0.01885)  0.031
N (-0.59282, -5.02464, 1.46151)  -0.177
C (0.29414, -4.17497, 2.23477)  -0.070
C (-0.73060, -6.37627, 1.93482)  -0.051
H (-1.12730, -3.40764, 0.39127)  0.115
H (-0.12975, -3.96686, 3.21761)  0.070
H (0.48976, -3.20253, 1.78276)  0.060
H (1.26467, -4.67120, 2.31417)  0.085
H (-1.48256, -6.90416, 1.35322)  0.088
H (0.20116, -6.93380, 1.77654)  0.083
H (-0.92596, -6.46231, 3.00601)  0.086
C (-1.82883, 4.91738, 1.93908)  -0.348
O (-2.50506, 5.00304, 0.92931)  -0.005
N (-0.97025, 3.92999, 2.20967)  -0.159
C (-0.74385, 2.82330, 1.30119)  -0.041
C (-0.24208, 3.83162, 3.46803)  -0.044
H (-1.82028, 5.69473, 2.72274)  0.133
H (-0.90029, 1.87918, 1.83149)  0.071
H (0.25640, 2.76769, 0.87404)  0.090
H (-1.51488, 2.86714, 0.53238)  0.056
H (-0.73325, 4.35605, 4.28680)  0.086
H (-0.25283, 2.78441, 3.77315)  0.064
H (0.79027, 4.12633, 3.28287)  0.085